Entry 1:
The following is a quantum chemistry calculation of C31H35CrN10O4PS2 as an isolated structure, from the Open Molecules 2025 dataset.

Element x y z (Å)
Cr1 0.759 -0.684 -0.310
S1 -0.430 3.357 5.843
N1 0.190 3.794 4.414
C1 0.155 2.726 3.646
C2 0.614 2.665 2.259
C3 1.154 3.716 1.572
C4 1.580 3.533 0.239
C5 1.419 2.297 -0.335
N2 0.863 1.254 0.294
C6 0.477 1.405 1.617
C7 -0.041 0.278 2.258
N3 -0.113 -0.885 1.509
C8 -0.761 -1.935 2.021
C9 -1.267 -1.968 3.299
C10 -1.128 -0.818 4.108
C11 -0.537 0.301 3.591
C12 -0.402 1.575 4.297
N4 -0.773 1.805 5.538
H1 1.253 4.675 2.066
H2 2.026 4.335 -0.332
H3 1.735 2.125 -1.355
H4 -0.897 -2.782 1.362
H5 -1.778 -2.852 3.649
H6 -1.508 -0.794 5.123
N5 1.559 -4.279 -2.185
C13 1.228 -4.951 -1.030
C14 0.837 -3.996 -0.148
N6 0.918 -2.764 -0.752
C15 1.371 -2.973 -1.964
C16 1.654 -1.826 -2.808
N7 1.503 -0.628 -2.303
C17 1.830 0.260 -3.295
C18 2.202 -0.428 -4.407
N8 2.082 -1.760 -4.078
H7 1.937 -4.697 -3.016
H8 1.303 -6.021 -0.942
H9 0.535 -4.119 0.877
H10 1.758 1.324 -3.162
H11 2.523 -0.102 -5.382
H12 2.260 -2.534 -4.694
C19 -1.461 3.806 -1.969
C20 -1.185 2.742 -3.030
C21 -2.341 2.631 -4.019
C22 0.094 3.092 -3.772
O1 -0.883 1.460 -2.412
P1 -1.914 0.497 -1.633
O2 -3.087 0.096 -2.428
O3 -1.022 -0.649 -1.140
O4 -2.289 1.410 -0.377
C23 -3.559 1.415 0.331
C24 -4.689 1.869 -0.586
C25 -3.832 0.023 0.885
C26 -3.351 2.418 1.454
H13 -1.313 4.796 -2.407
H14 -0.781 3.688 -1.123
H15 -2.483 3.744 -1.598
H16 -2.586 3.631 -4.386
H17 -3.221 2.193 -3.551
H18 -2.065 2.003 -4.870
H19 -0.059 4.010 -4.343
H20 0.355 2.294 -4.471
H21 0.922 3.257 -3.075
H22 -4.740 1.245 -1.481
H23 -4.555 2.911 -0.883
H24 -5.634 1.792 -0.044
H25 -3.800 -0.722 0.085
H26 -4.821 -0.009 1.347
H27 -3.089 -0.238 1.640
H28 -3.174 3.417 1.049
H29 -2.489 2.129 2.057
H30 -4.234 2.449 2.098
C27 3.385 -4.448 3.876
C28 3.652 -4.007 2.464
C29 4.321 -4.825 1.560
C30 4.469 -4.332 0.282
N9 4.039 -3.128 -0.097
C31 3.441 -2.379 0.848
S2 3.039 -0.703 0.469
N10 3.218 -2.800 2.110
H31 4.323 -4.516 4.432
H32 2.919 -5.436 3.901
H33 2.739 -3.725 4.369
H34 4.694 -5.801 1.842
H35 4.957 -4.927 -0.486

Its HOMO-LUMO gap (alpha / beta) is 4.73 / 7.57 eV. As for the lowest unoccupied orbital energy (alpha / beta): -0.0107 / -0.0107 Eh. The calculation puts the relative energy (zero: lowest compared OMol25 entry of this formula, charge and spin) at 11.4 kcal per mole. The calculation puts the largest force on an atom at 0.51 eV/A. Its total energy is -4233.342260 a.u. Its expectation value of S² is 6.048. As for the spin multiplicity: 5.

Computed Löwdin charges, given in elementary charges:
1 Cr 0.641
2 S 0.975
3 N -0.219
4 C -0.300
5 C -0.096
6 C 0.000
7 C -0.064
8 C -0.147
9 N -0.038
10 C -0.168
11 C -0.159
12 N -0.001
13 C -0.138
14 C -0.066
15 C -0.009
16 C -0.103
17 C -0.302
18 N -0.219
19 H 0.116
20 H 0.103
21 H 0.088
22 H 0.098
23 H 0.097
24 H 0.116
25 N 0.141
26 C -0.050
27 C -0.089
28 N 0.048
29 C -0.253
30 C -0.245
31 N 0.043
32 C -0.077
33 C -0.034
34 N 0.134
35 H 0.164
36 H 0.122
37 H 0.110
38 H 0.077
39 H 0.121
40 H 0.163
41 C -0.014
42 C -0.597
43 C -0.026
44 C -0.043
45 O -0.176
46 P 0.297
47 O -0.259
48 O -0.347
49 O -0.164
50 C -0.607
51 C -0.033
52 C -0.014
53 C -0.012
54 H 0.092
55 H 0.073
56 H 0.070
57 H 0.091
58 H 0.070
59 H 0.093
60 H 0.094
61 H 0.080
62 H 0.073
63 H 0.070
64 H 0.078
65 H 0.088
66 H 0.088
67 H 0.090
68 H 0.073
69 H 0.088
70 H 0.073
71 H 0.095
72 C -0.034
73 C -0.341
74 C -0.037
75 C -0.155
76 N 0.053
77 C -0.777
78 S 0.676
79 N 0.106
80 H 0.083
81 H 0.078
82 H 0.076
83 H 0.107
84 H 0.103

=====

Entry 2:
The following is a quantum chemistry calculation of C31H35HgN6O2S3Te as an isolated structure in a non-equilibrium geometry, from the Open Molecules 2025 dataset.

Element x y z (Å)
Hg1 -0.859 0.219 -0.215
N1 -1.128 -2.288 3.645
C1 -0.068 -1.419 3.611
N2 0.484 -1.023 2.510
C2 1.538 -0.178 2.778
C3 1.787 0.051 4.091
S1 0.653 -0.811 5.059
C4 2.294 0.381 1.648
C5 3.403 1.152 1.752
S2 3.997 1.533 0.182
C6 2.674 0.644 -0.499
N3 1.862 0.120 0.367
N4 2.529 0.514 -1.843
H1 -1.547 -2.454 2.742
H2 -1.787 -2.170 4.396
H3 2.538 0.677 4.534
H4 3.893 1.506 2.640
H5 2.708 1.346 -2.385
H6 1.695 0.001 -2.113
O1 0.164 -1.073 -1.973
N5 -0.685 -1.906 -2.522
C7 -0.485 -2.213 -3.823
C8 -1.300 -3.086 -4.488
C9 -2.374 -3.647 -3.796
C10 -2.576 -3.311 -2.485
C11 -1.723 -2.428 -1.796
S3 -1.948 -2.011 -0.146
H7 0.365 -1.710 -4.258
H8 -1.102 -3.305 -5.526
H9 -3.051 -4.330 -4.290
H10 -3.409 -3.711 -1.925
C12 -1.146 2.344 2.661
C13 -1.583 2.811 1.264
O2 -2.337 3.787 1.203
N6 -1.027 2.228 0.206
Te1 -2.061 2.571 -1.938
C14 -2.746 2.718 -4.096
C15 -3.419 1.655 -4.711
C16 -3.569 0.288 -4.084
C17 -3.976 1.809 -5.984
C18 -3.889 2.999 -6.679
C19 -4.505 3.162 -8.042
C20 -3.226 4.057 -6.065
C21 -2.668 3.931 -4.801
C22 -1.958 5.122 -4.213
C23 -0.076 3.057 -2.557
C24 0.574 2.361 -3.577
C25 -0.059 1.224 -4.330
C26 1.875 2.721 -3.936
C27 2.560 3.741 -3.298
C28 3.968 4.110 -3.679
C29 1.895 4.422 -2.287
C30 0.595 4.106 -1.907
C31 -0.015 4.913 -0.800
H11 -1.873 2.666 3.406
H12 -0.183 2.805 2.894
H13 -1.005 1.269 2.705
H14 -3.092 0.228 -3.109
H15 -3.127 -0.475 -4.729
H16 -4.622 0.028 -3.955
H17 -4.486 0.966 -6.440
H18 -4.864 2.207 -8.426
H19 -3.788 3.563 -8.759
H20 -5.354 3.849 -8.016
H21 -3.147 5.005 -6.587
H22 -2.148 6.018 -4.805
H23 -0.879 4.960 -4.174
H24 -2.280 5.307 -3.186
H25 -0.582 0.550 -3.648
H26 0.710 0.666 -4.868
H27 -0.794 1.578 -5.054
H28 2.360 2.176 -4.741
H29 4.348 3.460 -4.468
H30 4.644 4.033 -2.826
H31 4.022 5.138 -4.042
H32 2.398 5.233 -1.772
H33 0.473 5.887 -0.743
H34 0.105 4.398 0.152
H35 -1.090 5.053 -0.919

Its HOMO-LUMO gap is 6.15 eV. The total charge is -1. As for the lowest unoccupied orbital energy: 0.0833 Eh. The calculation puts the relative energy (zero: lowest compared OMol25 entry of this formula, charge and spin) at 3.2 kcal per mole. The calculation puts the largest force on an atom at 1.02 eV/A. Its total energy is -3297.346029 a.u.

Computed Löwdin charges, given in elementary charges:
1 Hg 0.898
2 N 0.085
3 C -0.725
4 N 0.088
5 C -0.352
6 C -0.374
7 S 1.012
8 C -0.345
9 C -0.374
10 S 1.021
11 C -0.696
12 N 0.064
13 N 0.120
14 H 0.051
15 H 0.083
16 H 0.064
17 H 0.062
18 H 0.055
19 H 0.051
20 O -0.282
21 N -0.214
22 C -0.037
23 C -0.069
24 C -0.086
25 C -0.102
26 C -0.675
27 S 0.571
28 H 0.129
29 H 0.103
30 H 0.103
31 H 0.099
32 C -0.052
33 C -0.822
34 O -0.088
35 N -0.392
36 Te 1.455
37 C -0.366
38 C -0.325
39 C -0.092
40 C -0.041
41 C -0.292
42 C -0.069
43 C -0.035
44 C -0.302
45 C -0.075
46 C -0.379
47 C -0.302
48 C -0.069
49 C -0.068
50 C -0.296
51 C -0.057
52 C -0.024
53 C -0.297
54 C -0.084
55 H 0.061
56 H 0.069
57 H 0.025
58 H 0.001
59 H 0.071
60 H 0.080
61 H 0.108
62 H 0.065
63 H 0.071
64 H 0.073
65 H 0.108
66 H 0.068
67 H 0.072
68 H 0.055
69 H 0.035
70 H 0.074
71 H 0.078
72 H 0.113
73 H 0.070
74 H 0.072
75 H 0.076
76 H 0.115
77 H 0.075
78 H 0.066
79 H 0.040

=====

Entry 3:
The following is a quantum chemistry calculation of C31H35NOP2PdSi as an isolated structure in a non-equilibrium geometry, from the Open Molecules 2025 dataset.

Element x y z (Å)
Pd1 1.843 0.571 0.735
C1 4.347 -1.627 -0.850
P1 3.922 -0.306 0.356
C2 5.477 0.704 0.264
C3 4.241 -1.338 1.889
C4 3.492 -0.785 3.075
P2 1.655 -0.628 2.701
C5 1.224 -0.056 4.459
C6 1.112 -2.388 2.893
H1 5.334 -2.041 -0.675
H2 4.247 -1.230 -1.892
H3 3.595 -2.396 -0.780
H4 6.359 0.098 0.440
H5 5.432 1.546 0.952
H6 5.533 1.094 -0.743
H7 5.305 -1.446 2.115
H8 3.777 -2.289 1.662
H9 3.824 0.216 3.379
H10 3.645 -1.420 3.958
H11 1.830 -0.553 5.223
H12 0.164 -0.222 4.672
H13 1.370 1.027 4.537
H14 1.312 -2.735 3.914
H15 1.647 -2.976 2.139
H16 0.064 -2.460 2.614
N1 1.628 8.083 0.227
C7 1.521 6.916 0.158
C8 1.381 5.489 0.188
C9 0.985 4.913 1.395
C10 0.894 3.514 1.465
C11 1.244 2.660 0.401
C12 1.595 3.304 -0.813
C13 1.643 4.708 -0.927
H17 0.775 5.520 2.295
H18 0.541 3.120 2.419
H19 1.882 2.685 -1.656
H20 1.951 5.161 -1.876
O1 -0.678 -2.080 -0.159
Si1 -1.894 -1.353 -0.822
C14 -2.675 -2.714 -1.927
C15 -2.372 -4.009 -1.548
C16 -2.761 -5.083 -2.310
C17 -3.421 -4.905 -3.517
C18 -3.706 -3.629 -3.938
C19 -3.332 -2.558 -3.164
C20 -1.554 0.063 -2.012
C21 -2.433 1.133 -2.239
C22 -2.185 2.107 -3.205
C23 -1.009 2.067 -3.936
C24 -0.102 1.023 -3.701
C25 -0.362 0.029 -2.774
C26 -3.239 -0.705 0.342
C27 -2.749 0.120 1.368
C28 -3.568 0.651 2.358
C29 -4.927 0.409 2.277
C30 -5.468 -0.433 1.312
C31 -4.609 -0.988 0.367
H21 -1.809 -4.104 -0.614
H22 -2.550 -6.070 -1.989
H23 -3.765 -5.735 -4.129
H24 -4.236 -3.526 -4.892
H25 -3.501 -1.553 -3.537
H26 -3.352 1.228 -1.649
H27 -2.889 2.938 -3.296
H28 -0.782 2.863 -4.623
H29 0.800 0.945 -4.273
H30 0.341 -0.786 -2.581
H31 -1.664 0.338 1.392
H32 -3.181 1.264 3.158
H33 -5.588 0.806 3.048
H34 -6.530 -0.620 1.311
H35 -5.043 -1.566 -0.407

Its HOMO-LUMO gap is 5.41 eV. The total charge is -2. As for the lowest unoccupied orbital energy: 0.1739 Eh. The calculation puts the largest force on an atom at 2.19 eV/A. Its total energy is -2432.411239 a.u.

Computed Löwdin charges, given in elementary charges:
1 Pd 0.117
2 C -0.317
3 P 0.711
4 C -0.301
5 C -0.448
6 C -0.473
7 P 0.741
8 C -0.309
9 C -0.293
10 H 0.019
11 H 0.040
12 H 0.021
13 H 0.012
14 H 0.025
15 H 0.017
16 H 0.066
17 H 0.047
18 H 0.066
19 H 0.061
20 H 0.012
21 H 0.018
22 H 0.015
23 H 0.023
24 H 0.026
25 H 0.018
26 N 0.078
27 C -0.228
28 C -0.315
29 C -0.084
30 C -0.169
31 C -0.252
32 C -0.155
33 C -0.082
34 H 0.103
35 H 0.060
36 H 0.056
37 H 0.097
38 O -0.376
39 Si 0.326
40 C -0.195
41 C -0.109
42 C -0.115
43 C -0.138
44 C -0.142
45 C -0.099
46 C -0.211
47 C -0.100
48 C -0.117
49 C -0.115
50 C -0.112
51 C -0.084
52 C -0.211
53 C -0.089
54 C -0.101
55 C -0.139
56 C -0.117
57 C -0.100
58 H 0.095
59 H 0.075
60 H 0.083
61 H 0.091
62 H 0.092
63 H 0.097
64 H 0.090
65 H 0.080
66 H 0.082
67 H 0.103
68 H 0.097
69 H 0.091
70 H 0.084
71 H 0.081
72 H 0.079